No. 1
The following is a quantum chemistry calculation of the ion C2H4NS with charge +1 in a non-equilibrium geometry, from OMol25.

## Properties
SMILES	[NH2+]=CC=S
electronic energy	-14455.26153	eV
frontier orbital gap	7.2	eV
charge	+1
strongest force on any atom	5.24	eV Å⁻¹
LUMO	-7.22	eV

Geometry as XYZ:
```
8
Properties=species:S:1:pos:R:3:mulliken_charge:R:1
C -0.310 -0.348 -0.009 0.3977
C 1.095 -0.524 0.339 -0.3477
N -0.913 0.752 -0.268 -0.2719
S 2.205 0.633 0.029 0.0068
H -0.830 -1.300 -0.179 0.3421
H 1.352 -1.607 0.676 0.2823
H -1.965 0.780 -0.634 0.3439
H -0.633 1.614 0.047 0.2468
```

No. 2
The following is a quantum chemistry calculation of the ion C2H4NS with charge +1 in a non-equilibrium geometry, from OMol25.

## Properties
electronic energy	-14451.62378	eV
frontier orbital gap	10.4	eV
charge	+1
strongest force on any atom	2.69	eV Å⁻¹
LUMO	-4.82	eV

Geometry as XYZ:
```
8
Properties=species:S:1:pos:R:3:mulliken_charge:R:1
C -0.102 0.000 -0.809 0.1812
C 1.239 0.220 -0.159 -0.2905
N -0.018 0.833 0.386 -0.1042
S 0.398 -1.569 -0.182 -0.0053
H -0.694 0.027 -1.783 0.4059
H -0.347 -2.008 1.061 0.2439
H -0.114 1.841 0.191 0.3192
H -0.362 0.657 1.295 0.2498
```

No. 3
The following is a quantum chemistry calculation of a cluster of 2 separate species, C2H4NS in total in a non-equilibrium geometry, from OMol25.

## Properties
⟨S²⟩	2.032
multiplicity	3
electronic energy	-14447.58706	eV
frontier orbital gap (alpha / beta)	6.2 / 7.4	eV
charge	+1
strongest force on any atom	3.83	eV Å⁻¹
LUMO (alpha / beta)	-4.83 / -8.80	eV

Geometry as XYZ:
```
8
Properties=species:S:1:pos:R:3:lowdin_spin:R:1
C 0.553 0.409 -0.620 0.1135
C -0.030 -0.772 -0.123 0.2717
N -0.265 0.533 0.621 0.0955
S -0.760 -0.304 -1.652 1.0410
H 1.465 0.959 -0.697 -0.0016
H 0.110 -2.434 0.349 0.4593
H 0.054 0.674 1.602 0.0095
H -1.126 0.936 0.519 0.0110
```

No. 4
The following is a quantum chemistry calculation of a structure of composition C2H4NS3 in a non-equilibrium geometry, from OMol25.

## Properties
electronic energy	-36125.19753	eV
frontier orbital gap	7.8	eV
charge	+1
strongest force on any atom	5.09	eV Å⁻¹
LUMO	-5.01	eV

Geometry as XYZ:
```
10
Properties=species:S:1:pos:R:3:mulliken_charge:R:1
C 0.085 0.699 -0.787 -0.1766
C 0.363 2.974 -0.175 0.0667
N 0.013 -0.419 0.202 -0.3337
S 1.639 1.779 -0.888 -0.0014
S -0.979 1.879 0.063 -0.0314
S 0.595 4.635 0.299 -0.0273
H -0.437 0.433 -1.704 0.4469
H 0.790 -0.556 0.870 0.3423
H 0.253 -1.358 -0.137 0.3732
H -0.900 -0.503 0.615 0.3413
```

No. 5
The following is a quantum chemistry calculation of a structure of composition C2H4NiO2 in a non-equilibrium geometry, from OMol25.

## Properties
⟨S²⟩	3.753
multiplicity	4
electronic energy	-47265.75031	eV
frontier orbital gap (alpha / beta)	8.8 / 7.7	eV
charge	+1
strongest force on any atom	1.97	eV Å⁻¹
LUMO (alpha / beta)	-3.38 / -6.75	eV

Geometry as XYZ:
```
9
Properties=species:S:1:pos:R:3:lowdin_spin:R:1
O -0.176 1.032 0.204 0.1756
H -0.479 1.922 0.412 0.0102
O 0.525 -1.371 -0.241 0.1772
Ni 1.689 0.284 -0.120 2.5826
H 0.748 -2.290 -0.422 0.0106
C -0.832 -1.143 -0.131 0.0196
C -1.199 0.118 0.072 0.0195
H -1.509 -1.965 -0.344 0.0024
H -2.162 0.337 0.544 0.0024
```

No. 6
The following is a quantum chemistry calculation of an isolated molecule of C2H4O2 in a non-equilibrium geometry, from OMol25.

## Properties
SMILES	O=CCO
electronic energy	-6229.95259	eV
frontier orbital gap	9.2	eV
strongest force on any atom	4.79	eV Å⁻¹
LUMO	0.45	eV

Geometry as XYZ:
```
8
Properties=species:S:1:pos:R:3:mulliken_charge:R:1
O -1.371 0.262 -0.145 -0.5089
C -0.332 -0.620 -0.013 -0.5579
C 1.127 0.541 -0.028 0.1993
O 0.773 1.669 0.157 -0.4819
H -0.999 1.119 0.153 0.3425
H -0.299 -1.157 0.961 0.2818
H -0.361 -1.382 -0.827 0.3072
H 1.462 -0.431 -0.259 0.4179
```